Record 1
A cluster of 9 separate species, C54H135N9O18 in total in a non-equilibrium geometry. Source: OMol25; level of theory: the ωB97M-V functional and the def2-TZVPD basis.

Results
ΔE to the lowest compared entry with this formula, charge and spin	765.9	kJ/mol
DFT total energy	-108434.648	eV
F_max	0.0664	Eh/bohr

The geometry in XYZ format:
```
216
Properties=species:S:1:pos:R:3:lowdin_charge:R:1
C 1.329 3.096 -1.531 -0.12
H -5.091 -4.358 7.095 0.09
H 2.082 3.334 -2.282 0.09
O 8.084 5.059 4.929 -0.20
H 7.237 4.204 -5.867 0.10
C -2.783 -19.503 1.295 -0.14
H 6.972 -1.372 -5.315 0.08
O 8.952 4.351 -6.942 -0.21
H 4.090 13.221 -7.193 0.11
H 9.732 9.447 4.677 0.12
C 7.850 2.007 -4.283 -0.25
H -0.813 -2.729 -0.396 0.12
C 8.894 4.063 4.368 -0.14
C 0.331 1.286 -0.357 -0.21
C -4.024 -23.016 0.416 -0.17
H 2.937 -8.007 5.406 0.09
O 6.971 -0.208 -3.497 -0.18
H -0.908 -27.295 0.737 0.08
H 0.735 12.295 -7.466 0.12
H 3.044 12.010 -6.649 0.12
H -1.412 -28.015 2.205 0.09
H -2.366 -2.306 1.677 0.12
C -6.758 6.920 -2.033 -0.20
H -2.728 1.580 -8.158 0.08
H 8.293 12.587 5.982 0.08
H 8.353 3.316 3.787 0.08
N -3.267 -24.277 0.153 -0.08
H -8.585 4.946 -1.556 0.11
C -1.510 -2.967 1.541 -0.23
H 1.400 -0.593 -0.167 0.11
N -0.567 -0.846 0.556 -0.09
H -1.460 -5.682 9.641 0.11
H -1.711 -7.356 10.166 0.12
C -8.811 9.031 -1.173 -0.15
H -7.474 7.076 0.061 0.11
H -1.731 -28.842 0.550 0.09
H -5.590 -5.249 8.545 0.08
H -3.457 -3.117 -6.107 0.10
C 8.941 11.712 5.945 -0.08
C 9.007 9.375 5.488 -0.25
H 8.881 7.284 5.385 0.12
H -2.665 14.504 -8.772 0.09
H -0.333 14.101 -8.913 0.13
H 0.529 -2.555 0.710 0.11
H -3.981 -6.462 9.804 0.11
H -5.659 -1.184 -8.309 0.11
H -3.630 -4.696 1.849 0.08
H 8.785 4.310 -8.989 0.08
C 8.224 4.661 -5.786 -0.27
C -6.547 4.637 -1.047 -0.22
H -8.989 9.037 -2.248 0.08
N -5.977 5.659 -1.940 -0.06
H -1.192 -6.527 7.459 0.11
H 1.860 3.425 -0.638 0.08
C -2.096 2.893 5.942 -0.20
C -4.604 -4.956 -6.096 -0.24
O 0.194 2.406 5.181 -0.21
C 0.381 -7.123 8.666 -0.19
C 2.107 -7.308 5.303 -0.16
C -1.686 -27.935 1.153 -0.07
O 8.170 10.505 5.653 -0.18
C -6.182 -5.496 -4.335 -0.07
C -0.205 14.222 -7.837 -0.21
H -4.940 -2.933 -5.144 0.11
H -5.929 3.743 -1.129 0.10
H -8.180 1.331 0.298 0.09
H -1.648 7.021 6.198 0.12
H 1.162 0.534 5.428 0.08
H -6.779 2.409 0.209 0.08
H -3.415 13.830 -7.407 0.09
H 2.079 1.830 4.657 0.08
H -6.569 4.928 0.004 0.12
H -6.136 -1.064 -6.630 0.11
H -2.490 -21.682 -0.384 0.11
C 8.150 0.574 -3.855 -0.21
C 1.180 -7.776 7.476 -0.19
C 8.865 4.306 -4.440 -0.16
H -5.893 7.713 -0.265 0.12
H 0.543 -7.659 9.601 0.12
C -4.509 -3.393 -6.033 -0.17
C -4.970 -5.290 7.649 -0.09
H 9.359 11.652 6.950 0.08
C -7.916 4.089 -1.472 -0.23
H 0.184 -0.552 -1.443 0.12
H -7.732 6.822 -2.510 0.09
H 7.662 8.017 6.371 0.12
C -0.738 8.441 4.032 -0.14
H -2.459 2.495 4.994 0.12
H 2.289 14.744 -7.632 0.11
H -2.208 -22.081 1.273 0.11
C -3.171 1.678 -7.168 -0.10
H 9.394 3.474 5.138 0.09
H 1.867 1.774 6.392 0.08
H 6.019 6.544 5.243 0.12
H -9.340 9.966 -0.989 0.08
H 8.378 5.911 -8.237 0.08
H 5.668 6.954 3.599 0.12
H -4.694 -22.855 -0.428 0.11
C -1.846 -6.656 9.341 -0.22
H -0.372 -0.532 1.496 0.11
H -1.857 -19.774 1.803 0.08
H 9.627 4.490 3.685 0.08
H 9.871 4.722 -4.372 0.12
N 2.228 13.737 -7.578 -0.07
H 8.056 5.738 -5.822 0.12
H 0.677 13.311 -6.126 0.11
O -7.486 8.992 -0.765 -0.17
H 4.172 14.152 -2.746 0.08
O -1.760 -4.259 1.039 -0.20
H -1.008 -3.104 2.498 0.11
C 1.357 1.607 5.443 -0.12
H 2.316 13.659 -4.689 0.10
H 3.180 12.709 -2.607 0.08
O 1.219 1.697 -1.404 -0.21
H -3.858 -5.412 -5.445 0.11
O -5.855 -5.418 -5.760 -0.20
H -3.391 -0.800 -6.124 0.11
O -1.391 13.698 -7.326 -0.20
H -3.408 2.731 -7.017 0.08
H 1.388 -7.742 4.609 0.08
H -0.284 8.703 3.077 0.08
H -7.492 1.687 -1.230 0.09
H -2.335 4.600 7.035 0.10
H -7.958 3.729 -2.500 0.13
H -1.386 4.699 4.242 0.13
C 3.159 13.094 -6.640 -0.19
C -7.723 2.142 -0.267 -0.14
O 4.217 12.912 -4.410 -0.19
H -2.178 -5.057 2.934 0.08
C -3.316 -26.787 -0.190 -0.25
H 9.602 9.164 6.377 0.12
H -5.980 -3.261 -7.608 0.10
H -6.407 -4.543 -3.856 0.07
H 6.581 4.987 3.515 0.12
H -2.395 1.473 -6.430 0.08
C -6.913 7.683 -0.649 -0.18
H 0.760 -6.108 8.786 0.12
C -5.332 -1.388 -7.290 -0.17
H -3.262 -0.690 -7.796 0.11
H 8.271 4.776 -3.656 0.11
C 3.299 13.662 -5.161 -0.21
H 6.671 8.905 4.405 0.10
H 5.597 -1.484 -4.270 0.08
H -0.760 1.246 6.615 0.11
H 3.673 14.686 -5.185 0.12
C -1.602 6.557 5.213 -0.22
H 2.431 -6.402 4.790 0.09
H 9.719 11.948 5.219 0.08
H -5.198 -6.170 7.048 0.08
N 7.285 8.115 4.266 -0.04
H 7.622 1.957 -5.348 0.11
C 8.177 8.115 5.416 -0.23
H -6.242 7.580 -2.730 0.11
H 0.362 3.589 -1.632 0.09
H -4.565 -25.266 -1.215 0.11
H -4.667 -23.119 1.290 0.11
H 7.251 4.464 -8.051 0.08
C 4.114 13.097 -3.013 -0.12
H -3.215 -18.735 1.936 0.09
C 6.326 -0.777 -4.668 -0.10
H 8.003 5.996 3.079 0.12
H 0.711 1.667 0.591 0.12
O -2.933 -27.183 1.096 -0.19
C 6.484 6.890 4.320 -0.22
H -2.599 6.839 4.873 0.12
N -1.018 -7.120 8.258 -0.09
H -2.862 -24.466 1.059 0.09
H -0.250 9.118 4.732 0.08
O 1.620 -6.846 6.490 -0.19
N 8.993 2.855 -4.092 -0.08
H -2.804 2.520 6.681 0.11
C -2.512 14.364 -7.701 -0.16
C -1.347 5.085 5.261 -0.21
C 0.890 13.339 -7.194 -0.22
H -0.327 4.992 5.633 0.12
H -0.168 2.789 7.145 0.12
H -2.688 -6.097 1.707 0.08
C -3.992 -0.551 -6.999 -0.22
C -0.685 2.294 6.323 -0.19
H 8.685 0.706 -2.914 0.12
H 4.943 12.616 -2.495 0.09
C -3.349 -6.576 8.922 -0.20
H -2.523 -26.463 -0.864 0.11
H 2.058 -8.087 8.042 0.11
H -7.134 -6.026 -4.293 0.08
H -5.445 -6.013 -3.721 0.08
H 8.836 0.142 -4.584 0.12
H -3.887 -27.578 -0.678 0.12
O -3.603 -20.574 0.970 -0.19
N -5.128 -2.840 -7.265 -0.09
H -2.432 -19.057 0.364 0.08
H 0.638 -8.628 7.065 0.12
H -4.974 -25.533 0.431 0.10
O -0.591 7.080 4.326 -0.17
C 0.388 -0.269 -0.410 -0.19
H 9.868 2.355 -4.020 0.11
N -2.326 4.325 6.064 -0.07
H -1.761 8.779 3.868 0.08
H -5.859 5.288 -2.872 0.10
O -8.553 3.250 -0.494 -0.17
C -4.117 -25.442 -0.237 -0.20
H -3.655 -7.504 8.439 0.12
C -2.597 -5.034 1.928 -0.09
O -4.309 0.812 -7.002 -0.20
H -4.567 -5.403 -7.090 0.13
H -0.717 1.565 -0.472 0.12
C -0.512 -2.277 0.549 -0.22
H -9.416 8.246 -0.719 0.09
O -3.597 -5.476 8.030 -0.22
H -2.572 15.324 -7.188 0.09
H 5.801 -0.048 -5.285 0.08
H -0.184 15.274 -7.555 0.12
C -2.993 -21.786 0.577 -0.20
H 7.060 2.433 -3.663 0.13
C 7.316 5.707 3.874 -0.21
C 8.270 4.827 -8.180 -0.04
```

Record 2
A structure of composition C54H137BeN9O17 in a non-equilibrium geometry. Source: OMol25; level of theory: the ωB97M-V functional and the def2-TZVPD basis.

Results
DFT total energy	-106823.173	eV
F_max	0.0530	Eh/bohr

The geometry in XYZ format:
```
218
Properties=species:S:1:pos:R:3:lowdin_charge:R:1
H -10.727 1.377 -0.391 0.11
H 0.806 5.677 2.709 0.09
C 5.175 -0.535 -2.684 -0.17
H 6.386 1.176 -2.373 0.12
H -3.174 -0.118 -1.112 0.05
H -4.841 -2.239 0.441 0.13
H 5.245 -0.831 -1.637 0.11
H -0.072 -1.896 -2.980 0.09
H -9.318 3.159 -0.041 0.11
H 1.314 5.131 -0.467 0.09
H -1.136 4.383 -5.010 0.06
C 4.448 5.965 2.323 -0.09
O -1.270 6.507 1.270 -0.20
H -3.039 -2.331 0.201 0.11
H -1.174 -5.185 -3.675 0.11
O 1.698 0.157 -0.720 -0.32
H -6.220 -2.974 -1.623 0.07
H 0.160 1.091 0.077 0.09
H -4.007 -5.806 0.771 0.09
N -7.827 2.320 1.139 -0.05
H 7.289 1.202 8.296 0.06
H -2.065 2.252 -1.778 0.06
H 0.362 -7.422 -1.627 0.07
N -3.024 -1.045 5.999 0.03
H 5.914 -1.059 -3.289 0.13
H 1.227 2.962 3.652 0.10
H 5.097 1.852 7.851 0.13
H 1.652 -1.576 -6.012 0.12
H 7.416 2.197 5.964 0.07
C 3.469 3.685 -0.646 -0.21
H -8.142 0.303 -1.989 0.07
C -1.784 5.462 2.129 -0.22
H -8.971 -1.183 -2.189 0.08
H -3.763 -2.204 -2.309 0.11
H 2.292 -0.392 5.793 0.08
N 0.418 4.807 3.044 -0.02
O 6.614 2.540 1.813 -0.22
H 4.587 6.783 1.616 0.09
H -3.573 -4.768 -3.935 0.10
C -4.142 -4.735 0.920 -0.08
C -5.773 1.257 1.841 -0.17
N 6.807 0.556 7.686 0.03
C 0.943 -0.753 -5.921 -0.19
C -0.839 -4.957 -0.854 -0.18
H 3.655 3.663 3.227 0.12
C 0.572 -4.690 -1.344 -0.22
H 6.541 3.382 6.963 0.07
H -5.960 -1.816 -2.765 0.08
O -1.855 -2.093 -5.775 -0.20
H 4.513 -0.310 6.925 0.11
C -8.792 2.208 0.047 -0.21
H -5.775 1.696 2.839 0.12
H 0.400 0.742 2.381 0.06
C 6.381 1.194 1.411 -0.21
H -3.306 1.933 -2.891 0.06
H -1.977 -0.997 -4.133 0.11
H 3.432 -5.023 3.213 0.09
H -1.084 -4.261 -0.051 0.10
H 6.918 0.430 1.973 0.12
O 0.020 2.309 -3.769 -0.32
H -1.307 -0.969 0.594 0.04
C -4.021 -2.643 -0.154 -0.15
H -2.975 1.208 1.523 0.07
O 3.833 -0.933 -3.126 -0.23
H 3.761 4.676 -0.299 0.12
C 2.860 4.407 3.170 -0.23
N 4.385 -0.165 0.740 -0.05
C -2.616 -0.305 4.797 -0.39
N -5.790 -2.078 -1.804 0.05
H -7.741 0.441 1.804 0.13
C -1.329 0.505 5.180 -0.05
H -2.889 -3.870 -5.753 0.07
H -2.618 5.066 1.549 0.10
H -7.176 3.058 0.912 0.10
O -4.831 1.910 0.905 -0.20
C -1.546 -1.963 -4.396 -0.20
H 0.019 -1.982 0.216 0.04
H 2.059 0.999 1.710 0.05
C 4.764 -1.410 1.490 -0.16
H 2.270 -4.144 2.232 0.07
O 2.767 0.789 -5.578 -0.23
C 1.499 3.759 2.960 -0.18
H -2.773 4.000 -4.483 0.06
H -0.584 -0.176 5.591 0.06
C 4.846 0.993 1.525 -0.19
C -2.284 -1.304 3.653 -0.19
O 4.279 -3.720 1.923 -0.19
H -2.407 8.125 1.992 0.08
H -3.208 7.225 0.726 0.08
C 4.687 3.045 -1.372 -0.15
H -4.502 -7.809 -6.014 0.08
H -2.074 -2.675 -3.762 0.09
C -0.789 4.354 2.269 -0.20
C 1.145 4.212 -1.028 -0.05
H 8.582 2.396 1.000 0.08
C 6.432 2.528 6.294 -0.05
H -0.436 4.005 1.298 0.09
H -0.679 -1.085 -1.047 0.05
H -6.973 0.579 0.222 0.11
C -7.105 1.074 1.185 -0.23
H -3.055 2.718 0.647 0.08
H -0.003 -3.798 3.335 0.08
O 3.189 5.349 2.183 -0.22
C -4.467 -7.051 -5.232 -0.09
H -2.178 5.787 3.092 0.13
C 1.640 0.516 -6.436 -0.17
H -5.320 0.280 2.012 0.11
O 3.440 1.300 6.102 -0.18
C -0.755 -3.068 3.039 -0.07
H 5.483 3.058 -0.628 0.10
N 4.382 1.685 -1.838 -0.03
H 3.067 3.141 0.208 0.10
H 0.391 4.399 -1.792 0.08
H 3.383 -2.529 -1.849 0.07
H -5.060 -4.607 1.494 0.09
O -4.192 -4.080 -0.375 -0.23
H 5.826 -1.579 1.313 0.11
H 1.308 -4.758 -0.543 0.11
H -0.222 -2.400 2.362 0.05
N -1.942 -4.755 -1.799 -0.03
H 3.102 -3.354 3.622 0.08
H 4.490 6.385 3.328 0.09
H 4.977 0.767 -5.815 0.08
H 1.457 -0.584 2.128 0.06
C -3.252 -5.747 -3.580 -0.20
H -10.177 0.891 1.203 0.12
H -0.151 0.105 -4.541 0.07
H -3.489 2.638 2.371 0.08
C 0.657 0.136 0.248 -0.54
H 1.597 3.271 1.990 0.08
H 4.327 -2.908 -0.009 0.10
C 5.358 0.968 -2.670 -0.19
H 4.068 1.333 -7.083 0.09
C 1.280 -6.897 -1.892 -0.09
H 8.405 3.184 2.655 0.08
N 0.547 -0.625 -4.525 -0.03
H -4.911 -6.151 -5.658 0.08
H 7.987 3.996 1.162 0.08
C -1.874 -5.610 -2.956 -0.22
C 3.986 -2.655 0.995 -0.19
H 0.085 -0.959 -6.561 0.12
H -1.607 -6.652 -2.777 0.12
H -1.690 4.724 -3.353 0.06
H 5.724 2.873 5.540 0.07
H 5.192 1.407 -3.654 0.10
C -9.072 -0.202 -1.725 -0.12
H 5.121 0.189 5.389 0.12
H -1.121 -4.041 -5.941 0.09
H 2.927 -2.431 0.868 0.11
O 2.426 3.806 -1.598 -0.21
C -1.337 2.505 -3.905 -0.59
H 0.998 1.374 -6.238 0.12
C 4.009 0.592 -6.285 -0.09
H -3.230 -4.471 1.455 0.06
H -3.930 -6.198 -2.856 0.12
H 4.463 -2.946 -3.189 0.09
C -2.233 7.574 1.068 -0.09
C -2.229 1.819 -2.764 -0.06
H -1.290 3.528 2.774 0.10
H -3.717 -1.720 5.712 0.06
H 2.777 -2.721 -3.464 0.08
H -1.591 1.965 -4.818 0.09
O 1.037 -5.556 -2.348 -0.20
H 2.803 4.917 4.132 0.12
H -1.499 -3.624 2.468 0.06
H 1.508 1.067 5.195 0.06
C 1.166 0.374 1.699 -0.05
H 6.664 1.130 0.360 0.11
H 6.311 -0.134 8.232 0.05
H -4.493 0.167 -2.144 0.08
H -2.192 -3.463 -7.282 0.09
Be 2.090 0.953 -3.125 0.99
H 4.187 1.159 -0.998 0.06
H -2.149 -0.754 2.721 0.09
H -9.892 0.253 -2.280 0.08
C -1.727 4.008 -4.174 -0.07
H -3.430 0.359 4.506 0.12
C -1.994 -3.448 -6.210 -0.08
H 4.931 3.657 -2.240 0.13
H -5.044 -7.483 -4.414 0.08
H -8.323 2.113 -0.932 0.10
H -1.439 1.331 5.883 0.08
H 3.421 -0.166 0.436 0.04
H -0.881 0.884 4.262 0.05
H 4.551 -1.374 2.558 0.11
C -0.393 -0.995 0.001 -0.05
C -9.848 1.080 0.181 -0.16
C 7.988 3.027 1.661 -0.07
H -3.091 -1.990 3.395 0.11
H 0.485 -2.765 -4.525 0.12
H 4.030 -0.374 -6.790 0.09
C 2.473 0.581 5.336 -0.10
H -2.226 -1.623 6.221 0.06
C -0.029 -1.919 -4.069 -0.15
H 5.173 5.172 2.143 0.08
O -3.177 -6.755 -4.630 -0.21
H 2.011 -6.885 -1.083 0.09
H -2.032 0.748 -2.822 0.03
H 1.923 0.470 -7.488 0.13
C 3.203 -4.046 2.786 -0.11
C 5.719 1.407 7.074 -0.42
H 2.865 0.326 4.351 0.06
C 4.687 0.574 6.312 -0.19
C -4.392 -1.943 -1.459 -0.43
H -0.898 -5.984 -0.494 0.11
H 0.772 3.390 -0.418 0.06
H 0.722 -3.691 -1.754 0.10
C -3.555 2.124 1.412 -0.14
O -9.341 -0.211 -0.315 -0.21
H -4.689 -0.058 -0.386 0.06
C -4.202 -0.437 -1.284 -0.06
H 1.794 -7.487 -2.650 0.09
O -1.141 -2.107 4.079 -0.19
H -2.887 -4.746 -1.442 0.06
H 4.384 1.917 1.180 0.09
H -1.751 8.274 0.386 0.09
C 3.617 -2.325 -2.894 -0.08
H 4.568 0.835 2.567 0.10
```

HOMO-LUMO gap, respectively: 8.559, 6.610 eV.